{"formula": "C33H44ClNO2P2W", "method": "the ωB97M-V functional and the def2-TZVPD basis", "s2": 2.094, "charge": 2, "orbital_gap_ev": [6.70, 7.01], "multiplicity": 3, "symbols": ["H", "C", "H", "C", "H", "C", "H", "H", "C", "H", "H", "C", "H", "C", "H", "C", "H", "H", "C", "C", "C", "H", "H", "C", "P", "C", "H", "H", "C", "H", "C", "C", "C", "H", "P", "H", "C", "C", "H", "C", "C", "C", "C", "H", "C", "H", "H", "C", "H", "H", "H", "C", "C", "H", "C", "N", "C", "H", "H", "H", "Cl", "O", "H", "C", "C", "H", "H", "H", "H", "O", "H", "H", "H", "H", "C", "C", "H", "C", "H", "H", "H", "W", "H", "H"], "xyz": [[3.284550, -1.104986, -3.763620], [-0.889723, -2.369218, -1.068973], [-0.523110, -6.108939, -4.080862], [-1.058514, -4.245703, -3.153753], [-2.351833, 0.964779, -1.408571], [-2.026432, 6.301944, 1.206786], [2.382578, 0.227309, 4.148960], [-2.194046, -5.628220, -4.340061], [1.355753, -0.161950, -3.656149], [1.961329, -2.267696, -3.632030], [-0.883822, 5.164498, -0.197582], [2.677307, -1.087496, 0.731022], [-3.546353, 1.130778, -2.637635], [-2.695246, 0.508276, -2.360571], [2.487202, -1.364529, -2.218433], [3.764907, -0.263633, 0.038478], [2.313030, 3.426508, 2.138482], [1.449004, 2.012115, -3.949490], [-1.182478, -3.694732, -0.782967], [-1.024754, -2.313622, 5.583472], [0.046035, -1.329025, 3.527017], [-2.813518, -3.109034, 3.688059], [-2.930250, 2.894593, 2.827828], [-2.858564, 6.229393, 2.320502], [1.286961, -0.052293, 1.283357], [-1.172912, -5.252951, -4.263435], [2.166040, 1.468160, -2.436402], [0.791421, 1.657877, 2.762067], [3.229453, -1.977457, 1.847027], [-1.490455, -5.642492, -1.586651], [-2.685813, 3.848969, 2.382362], [-1.986278, -2.556627, 3.260265], [2.330047, 2.524279, 1.526067], [4.452528, -0.936329, -0.475055], [-0.153439, -0.276592, -2.636005], [-0.532237, -2.615334, -4.436912], [1.761706, 1.359054, 2.349024], [-0.903191, -1.644802, 1.338570], [-1.786153, 7.263499, 0.777082], [-1.853803, 3.907359, 1.259203], [-0.630264, -1.991886, -2.385285], [-1.291043, 1.946224, -3.911648], [-1.596563, 0.526632, -3.434829], [3.371326, 0.434537, -0.702398], [2.319582, -1.297209, -3.295143], [2.196955, -1.740149, -0.008328], [3.712712, 0.778231, 3.128447], [-1.321859, 2.688767, 0.713826], [2.461814, -2.621465, 2.275451], [-3.846123, 5.002231, 3.775188], [2.825711, 1.922839, 4.118106], [2.719683, 1.030384, 3.499677], [-1.262150, -4.610176, -1.822667], [4.001355, -2.619672, 1.419986], [-0.984447, -2.069822, 4.099065], [-0.799776, -1.332475, -0.072192], [2.019037, 1.209442, -3.488473], [1.022889, -0.274774, -4.693211], [-0.061926, -2.672493, 5.946864], [4.348110, 0.305884, 0.762576], [-3.486259, 7.681638, 2.984118], [-1.497787, 1.534080, 1.251643], [-3.043126, -0.496718, -2.126065], [-1.526620, 5.133567, 0.671301], [-1.959528, -2.346814, 1.890375], [-1.781814, -3.050232, 5.843049], [3.002476, 1.186307, -3.957702], [3.368207, 2.337399, 1.253054], [0.813877, -0.927393, 4.173591], [-0.614984, 2.653879, -0.384546], [-1.917303, -0.088587, -4.279078], [-1.336751, -4.032127, 0.231074], [-2.770223, -2.702148, 1.268431], [-0.563582, 1.952946, -4.721295], [-3.195247, 5.015331, 2.913024], [-0.730575, -2.917781, -3.413369], [-0.901587, -4.819888, -5.224254], [0.096835, -1.109588, 2.155724], [-1.255934, -1.393048, 6.121402], [1.771212, 2.739810, 0.614463], [3.692033, -1.403110, 2.647600], [-0.444091, 0.568226, -0.355120], [-0.915709, 2.578730, -3.103368], [-2.205470, 2.404738, -4.289538]], "forces_ev_per_a": [[-0.006, -0.037, -0.027], [0.004, 0.291, 0.500], [-0.007, -0.006, 0.015], [-0.002, -0.023, -0.044], [-0.232, 0.198, -0.020], [0.026, -0.110, -0.038], [0.005, -0.018, -0.028], [-0.005, -0.003, 0.018], [0.062, -0.063, -0.093], [-0.003, 0.001, -0.003], [0.008, -0.029, 0.000], [0.055, -0.094, -0.109], [-0.014, -0.053, -0.070], [0.056, -0.035, -0.077], [-0.007, 0.071, 0.034], [0.066, -0.010, 0.044], [0.021, -0.013, 0.007], [0.003, 0.012, 0.025], [-0.004, -0.177, -0.102], [0.018, 0.005, -0.071], [-0.012, 0.048, 0.016], [0.008, 0.006, 0.015], [0.010, -0.020, -0.023], [-0.052, 0.163, 0.066], [-0.199, 0.124, 0.141], [0.014, 0.032, 0.045], [-0.001, -0.059, 0.035], [-0.004, -0.008, 0.013], [0.083, -0.083, -0.053], [0.003, -0.001, -0.016], [-0.043, 0.134, 0.077], [-0.036, -0.017, -0.007], [0.023, 0.033, -0.008], [0.009, -0.001, 0.018], [0.113, 0.041, -0.291], [-0.007, 0.004, 0.015], [0.070, 0.014, 0.101], [0.075, -0.058, -0.552], [-0.005, 0.004, -0.001], [0.047, -0.039, 0.000], [-0.005, -0.021, -0.254], [-0.031, 0.005, -0.015], [-0.103, 0.043, 0.010], [-0.052, -0.008, 0.010], [-0.001, -0.026, -0.046], [0.001, -0.012, -0.028], [-0.006, 0.007, -0.023], [0.208, -0.243, -0.193], [-0.003, 0.026, -0.001], [0.000, -0.001, 0.002], [0.009, -0.005, -0.005], [0.025, 0.096, 0.018], [-0.003, -0.011, 0.037], [-0.012, -0.010, 0.024], [-0.068, -0.047, 0.056], [-0.039, 0.031, 0.051], [0.000, 0.039, -0.001], [0.092, -0.031, -0.024], [0.004, 0.001, -0.006], [-0.007, -0.014, 0.005], [0.006, -0.026, -0.008], [0.048, 0.065, -0.131], [-0.018, -0.008, -0.014], [-0.050, 0.108, 0.010], [-0.099, 0.001, 0.123], [0.001, -0.003, -0.010], [-0.016, 0.025, -0.034], [-0.014, 0.005, -0.018], [-0.021, -0.016, -0.003], [-0.202, 0.071, 0.101], [-0.007, 0.000, -0.014], [0.019, 0.009, -0.040], [0.014, -0.004, 0.010], [-0.023, -0.007, -0.019], [0.043, -0.098, -0.041], [-0.004, -0.070, -0.022], [0.001, 0.007, 0.004], [0.122, -0.013, 0.184], [0.001, 0.019, -0.016], [-0.061, -0.036, 0.009], [-0.011, 0.024, -0.015], [0.122, -0.059, 0.752], [0.006, -0.023, 0.027], [-0.002, -0.015, -0.004]], "mulliken_charge": [0.497, 1.045, 0.386, 0.366, 0.400, -0.873, 0.318, 0.373, 0.856, 0.355, 0.497, 1.243, 0.558, -1.389, 0.209, -1.530, 0.489, 0.322, -1.060, -1.502, -1.039, 0.425, 0.509, 0.482, 0.690, -1.623, 0.136, 0.468, -1.437, 0.456, -0.351, -1.040, -1.633, 0.474, 0.304, 0.432, 0.762, -0.013, 0.444, 0.214, -0.196, -1.649, 0.442, 0.259, -1.434, 0.154, 0.326, 0.844, 0.326, 0.440, 0.477, -1.422, -1.171, 0.506, 0.543, 0.468, -1.424, 0.686, 0.385, 0.398, -0.146, -0.908, 0.251, -0.343, -0.507, 0.394, 0.486, 0.334, 0.254, -0.947, 0.592, 0.706, 0.750, 0.401, -0.851, -0.690, 0.361, 0.072, 0.326, 0.306, 0.258, 0.958, 0.271, 0.496]}